228
Properties=species:S:1:pos:R:3 method="wB97M-V/def2-TZVPD" e_above_lowest_kcal_mol=208.9 homo_lumo_gap_ev=10.14 smiles="CCOP(=O)(OCC)OCC.CCOP(=O)(OCC)OCC.CCOP(=O)(OCC)OCC.CCOP(=O)(OCC)OCC.CCOP(=O)(OCC)OCC.CCOP(=O)(OCC)OCC.CCOP(=O)(OCC)OCC.CCOP(=O)(OCC)OCC.O=C1OCCO1.O=C1OCCO1" e_homo_ev=-10.23
C -12.4038 -0.8757 3.3562
C -11.0934 -1.6421 3.5624
O -10.1014 -1.1406 2.6988
P -9.0411 -0.0595 3.2238
O -8.3918 -0.5086 4.4465
O -8.0041 0.2379 2.0086
C -6.6679 0.3044 2.2076
C -5.9046 0.7909 0.9922
O -9.9501 1.3019 3.3091
C -9.5468 2.6163 2.9667
C -8.6417 3.3000 3.9975
H -12.2728 -0.1208 4.1315
H -12.3842 -0.3226 2.4172
H -13.2324 -1.5664 3.5126
H -10.8186 -1.6301 4.6172
H -11.3588 -2.6716 3.3218
H -6.5531 0.9722 3.0615
H -6.4361 -0.7029 2.5536
H -5.8214 0.1402 0.1217
H -6.3744 1.6506 0.5145
H -4.8721 1.0468 1.2302
H -9.0495 2.6847 1.9991
H -10.3900 3.3070 2.9790
H -7.6870 2.7746 4.0267
H -8.6187 4.3570 3.7327
H -9.0326 3.1122 4.9975
C -8.0026 7.1141 -1.6446
C -7.9405 7.9930 -0.4316
O -6.9309 7.4642 0.4285
P -5.3453 7.8008 0.0668
O -5.1437 9.1749 -0.5801
O -4.4970 7.4725 1.4187
C -4.8130 8.0954 2.6609
C -3.5753 9.0092 3.0341
O -4.8525 6.5838 -0.9351
C -3.5794 6.5281 -1.4157
C -3.6502 7.1314 -2.8070
H -8.9704 7.2648 -2.1228
H -7.2836 7.5817 -2.3172
H -7.9485 6.0304 -1.5407
H -7.6790 8.9872 -0.7940
H -8.9408 7.9379 -0.0021
H -5.7254 8.6908 2.6290
H -4.9866 7.3231 3.4103
H -3.7192 9.8016 2.2995
H -3.6194 9.6811 3.8913
H -2.6570 8.4467 2.8656
H -2.8554 7.0306 -0.7743
H -3.4926 5.4519 -1.2662
H -3.6389 8.2173 -2.7126
H -2.8076 6.8659 -3.4455
H -4.4519 6.6428 -3.3606
C -0.7511 -4.1502 5.6534
C 0.4876 -3.2222 5.8874
O 0.6872 -3.1284 7.2781
P 0.1014 -1.7914 8.1650
O 0.3407 -2.0187 9.6307
O -1.3872 -1.5046 7.6003
C -2.5597 -1.6791 8.3535
C -3.2447 -0.3794 8.4635
O 1.0500 -0.6055 7.5133
C 2.3733 -0.4616 8.0549
C 3.3876 -0.4174 6.8642
H -1.6522 -3.7209 6.0913
H -0.6770 -4.5999 4.6633
H -0.6586 -5.1052 6.1706
H 1.3248 -3.6926 5.3718
H 0.4204 -2.2349 5.4305
H -3.2231 -2.4398 7.9420
H -2.3161 -1.9659 9.3765
H -2.6105 0.3018 9.0307
H -3.6516 0.0588 7.5522
H -4.2265 -0.4105 8.9360
H 2.3821 0.4902 8.5861
H 2.6674 -1.2145 8.7863
H 3.3710 -1.1532 6.0603
H 3.2922 0.5144 6.3067
H 4.3815 -0.3600 7.3080
C 5.2957 4.3789 -11.5738
C 5.3861 5.2881 -10.2930
O 5.9842 4.5990 -9.2140
P 5.2136 4.5630 -7.8016
O 3.8509 5.0774 -7.7699
O 5.5172 3.0921 -7.2664
C 4.5360 2.1150 -7.6039
C 4.8891 0.7644 -7.0930
O 6.1676 5.5926 -6.9890
C 6.1552 6.9981 -7.1456
C 5.0835 7.6043 -6.2655
H 6.3232 4.0379 -11.7009
H 4.6304 3.5472 -11.3422
H 4.9009 4.9483 -12.4153
H 5.7710 6.2809 -10.5261
H 4.3297 5.4698 -10.0952
H 3.5108 2.3527 -7.3200
H 4.5040 2.0102 -8.6883
H 5.7441 0.4255 -7.6780
H 5.2477 0.7000 -6.0657
H 4.1044 0.0414 -7.3155
H 7.0512 7.5122 -6.7978
H 6.1312 7.1899 -8.2184
H 5.6062 7.6367 -5.3096
H 4.8717 8.6551 -6.4632
H 4.1506 7.0416 -6.3011
C 11.8026 -9.7053 0.8114
C 10.9817 -9.2149 -0.3735
O 9.8274 -8.6493 0.2416
P 8.4141 -8.3753 -0.5947
O 8.4725 -8.2097 -2.0963
O 7.5263 -9.5412 -0.0675
C 7.9792 -10.8657 -0.2052
C 6.7559 -11.7109 0.0487
O 7.8670 -7.0675 0.1761
C 8.1454 -5.7708 -0.2714
C 7.2878 -5.1190 -1.3698
H 11.5787 -10.7652 0.9321
H 12.8676 -9.5523 0.6369
H 11.6109 -9.1582 1.7344
H 11.4572 -8.3071 -0.7451
H 10.8584 -10.0670 -1.0419
H 8.4403 -11.1363 -1.1551
H 8.7453 -11.1599 0.5122
H 6.3787 -11.7246 1.0712
H 5.9855 -11.6063 -0.7154
H 7.1654 -12.7138 -0.0718
H 7.8043 -5.1621 0.5660
H 9.1940 -5.4993 -0.3925
H 7.9211 -4.9843 -2.2467
H 6.5871 -5.7909 -1.8656
H 6.8733 -4.1446 -1.1112
C -4.2595 -8.3950 0.4574
C -2.7665 -7.8910 0.8116
O -1.9346 -9.0154 0.8897
P -0.8789 -9.4876 -0.2308
O -1.4312 -10.4737 -1.2170
O -0.3372 -8.1156 -0.9506
C 0.6422 -8.1771 -2.0021
C 2.0958 -7.9138 -1.4500
O 0.3791 -10.0489 0.6677
C 1.2016 -9.4051 1.6013
C 0.6957 -10.0415 3.0186
H -4.2106 -9.3590 -0.0490
H -4.6392 -8.6454 1.4479
H -5.0175 -7.6928 0.1103
H -2.5659 -7.1683 0.0207
H -2.9358 -7.3604 1.7485
H 0.4327 -9.1185 -2.5101
H 0.5063 -7.3322 -2.6773
H 2.2161 -8.7811 -0.8009
H 2.8126 -8.0293 -2.2630
H 2.2272 -7.0002 -0.8702
H 2.1767 -9.8120 1.3336
H 1.1824 -8.3154 1.6194
H 1.3485 -9.7118 3.8268
H -0.3337 -9.7345 3.2036
H 0.6735 -11.1290 2.9476
C -3.7571 -4.3077 -5.6381
C -3.8817 -3.7432 -7.1157
O -2.8072 -2.8887 -7.4678
P -3.0578 -1.2723 -7.6220
O -1.8152 -0.5224 -7.7831
O -3.9911 -0.7494 -6.3914
C -4.3455 0.5436 -6.2727
C -5.7467 0.7054 -5.5712
O -4.0961 -1.1960 -8.8749
C -3.4657 -1.3209 -10.1435
C -4.4825 -1.6454 -11.1939
H -2.9931 -5.0764 -5.5223
H -3.5152 -3.6081 -4.8380
H -4.7417 -4.7482 -5.4809
H -3.7500 -4.6645 -7.6831
H -4.7974 -3.2077 -7.3660
H -3.5426 1.0720 -5.7586
H -4.3782 1.0546 -7.2349
H -5.9438 1.7746 -5.4937
H -6.4429 0.1330 -6.1843
H -5.7593 0.3774 -4.5318
H -2.9314 -0.3914 -10.3400
H -2.7396 -2.0893 -9.8779
H -5.2477 -0.8746 -11.2854
H -4.0556 -1.7059 -12.1950
H -4.8977 -2.6219 -10.9444
C 4.1419 9.2614 4.9014
C 2.7794 8.6141 4.7114
O 2.4896 7.8344 5.8451
P 2.4195 6.2130 5.8053
O 3.5779 5.5324 5.1819
O 2.3309 5.8514 7.4417
C 3.5473 5.7927 8.2460
C 4.2333 7.1159 8.2946
O 0.9341 5.8213 5.2353
C 0.2182 4.5820 5.5551
C 0.6511 3.5214 4.5766
H 4.4736 9.6334 3.9321
H 4.0572 10.1790 5.4835
H 4.9031 8.5231 5.1536
H 1.9020 9.2508 4.5978
H 2.8365 8.0071 3.8078
H 3.2160 5.6560 9.2753
H 4.1452 4.9473 7.9056
H 4.6924 7.5023 7.3847
H 3.4828 7.8424 8.6061
H 4.9251 7.0523 9.1346
H 0.2274 4.3024 6.6086
H -0.8556 4.6758 5.3931
H 0.3121 3.7944 3.5773
H 1.7098 3.3931 4.3514
H 0.1150 2.5846 4.7288
O 3.0789 5.5648 -0.1970
C 4.0237 4.8537 0.1816
O 3.8843 3.6732 0.8097
C 5.1203 3.1598 1.1495
C 5.9164 4.4476 1.0084
O 5.2635 5.2789 0.0534
H 5.1367 2.6276 2.1006
H 5.4857 2.3551 0.5114
H 6.9995 4.3348 0.9607
H 5.9422 5.0588 1.9106
O 2.4135 -2.0692 0.2740
C 1.7312 -1.2907 -0.4642
O 0.5319 -0.8451 -0.2901
C 0.1017 -0.2124 -1.4965
C 1.4081 -0.0174 -2.3053
O 2.2358 -0.7090 -1.4982
H -0.7005 -0.7820 -1.9657
H -0.1910 0.8084 -1.2506
H 1.7981 0.9764 -2.5250
H 1.2207 -0.2762 -3.3474



212
Properties=species:S:1:pos:R:3 method="wB97M-V/def2-TZVPD" e_above_lowest_kcal_mol=0.0 charge=+1 homo_lumo_gap_ev=3.05 e_homo_ev=-9.70
In 10.9656 -20.1122 1.0781
C 8.3644 -16.8499 3.9395
C 9.3393 -17.7830 3.4214
C 10.0120 -18.7294 4.3923
O 10.6770 -19.6379 3.9363
C 9.7663 -18.5327 5.8051
C 8.8562 -17.5342 6.3135
C 8.0906 -16.7047 5.3422
O 7.2462 -15.9219 5.7005
O 8.6682 -17.4901 7.5011
O 9.5190 -17.9153 2.2299
H 7.8123 -16.2850 3.2017
H 10.2640 -19.2150 6.4852
C 12.1831 -24.8815 9.5931
C 11.9181 -23.4169 9.9038
C 10.7346 -22.9102 9.1046
O 10.4986 -21.5629 9.4029
C 9.4018 -21.0012 8.7250
N 11.7298 -23.2215 11.3661
H 12.3897 -24.9756 8.5218
H 11.3390 -25.5275 9.8358
H 13.0788 -25.2015 10.1240
H 12.8140 -22.8404 9.6541
H 9.8408 -23.5109 9.3524
H 10.9123 -23.0938 8.0314
H 9.3444 -19.9635 9.0438
H 8.4617 -21.5218 8.9355
H 9.5785 -21.0159 7.6352
H 10.9952 -23.8766 11.6435
H 11.2503 -22.3255 11.4606
C 15.2812 -20.9963 3.8333
C 14.0139 -20.4394 3.1592
C 14.0886 -18.9299 3.1694
O 12.8515 -18.3692 2.7958
C 12.7355 -17.0052 3.1165
N 13.8363 -20.9334 1.7959
H 16.1444 -20.8007 3.1929
H 15.2002 -22.0563 4.0683
H 15.4336 -20.4571 4.7721
H 13.1602 -20.7327 3.7769
H 14.9203 -18.6168 2.5100
H 14.3694 -18.5842 4.1741
H 12.5723 -16.8472 4.1885
H 11.9238 -16.5978 2.5112
H 13.6176 -16.4233 2.8104
H 14.7229 -20.7850 1.3202
H 13.6612 -21.9385 1.7987
C 11.2255 -24.0313 4.9960
C 11.8406 -23.3410 3.7771
C 12.3614 -24.3673 2.7994
O 13.1125 -23.7011 1.7947
C 13.6030 -24.6018 0.8355
N 10.8760 -22.4119 3.1397
H 10.8676 -23.3246 5.7427
H 12.0085 -24.6377 5.4647
H 10.4266 -24.7182 4.7042
H 12.7056 -22.7574 4.1093
H 11.5526 -24.9776 2.3711
H 13.0386 -25.0390 3.3430
H 14.3873 -25.2339 1.2644
H 14.0114 -24.0569 -0.0160
H 12.8012 -25.2256 0.4224
H 10.3623 -21.9409 3.8797
H 10.1644 -22.9976 2.7024
C 14.3119 -16.6161 -1.3093
C 13.1587 -17.1952 -0.4964
C 11.8517 -16.9517 -1.2036
O 10.7952 -17.3918 -0.3787
C 9.5854 -16.7149 -0.6309
N 13.3218 -18.6291 -0.2041
H 14.1428 -15.5669 -1.5566
H 14.5086 -17.2003 -2.2104
H 15.2358 -16.6660 -0.7248
H 13.1294 -16.6822 0.4679
H 11.7898 -17.4463 -2.1834
H 11.7572 -15.8740 -1.4015
H 9.6895 -15.6501 -0.3673
H 8.7896 -17.1466 -0.0362
H 9.2666 -16.7344 -1.6800
H 13.5969 -19.1400 -1.0439
H 14.1602 -18.7052 0.3665
C 5.9562 -17.2720 1.2124
C 5.4221 -17.8314 -0.0926
C 4.0108 -17.3095 -0.3913
O 3.0517 -17.6816 0.5566
C 2.4656 -18.9445 0.3102
N 6.3626 -17.4940 -1.1680
H 6.9767 -17.5998 1.4195
H 5.3407 -17.6154 2.0515
H 5.9001 -16.1769 1.2364
H 5.3302 -18.9185 0.0097
H 3.7452 -17.6447 -1.4061
H 4.0451 -16.2153 -0.4687
H 3.1381 -19.7516 0.6316
H 2.1954 -19.0979 -0.7383
H 1.5609 -19.0400 0.9082
H 6.5564 -16.4982 -1.1099
H 5.9784 -17.6598 -2.0917
C 9.3995 -12.6621 6.1789
C 9.9932 -13.7408 7.0548
O 9.3539 -13.8177 8.3155
H 9.8621 -12.6384 5.1835
H 9.6730 -11.6578 6.5299
H 8.3187 -12.5956 6.0726
H 11.0416 -13.4667 7.2239
H 9.9521 -14.7126 6.5646
H 9.8247 -13.2618 8.9403
C 7.1870 -21.0131 4.8540
C 7.0277 -20.7365 3.3782
O 8.1782 -21.1631 2.6320
H 7.3234 -22.0686 5.1038
H 6.3140 -20.6880 5.4189
H 8.0634 -20.5173 5.2871
H 6.7302 -19.7165 3.1360
H 6.1857 -21.3444 3.0175
H 8.1200 -22.1169 2.5339
C 15.0794 -27.3850 3.5153
O 14.6338 -26.4215 4.4330
C 15.6734 -25.9363 5.2445
C 15.0784 -24.9018 6.1592
N 16.0559 -24.3636 7.0966
C 15.4312 -23.4011 8.0075
C 14.9618 -22.1437 7.3322
O 13.6565 -22.3100 6.8026
C 12.8800 -21.1417 6.7482
H 14.2356 -27.7753 2.9535
H 15.5462 -28.2340 4.0402
H 15.8625 -27.0000 2.8492
H 16.4962 -25.4994 4.6613
H 16.0882 -26.7697 5.8319
H 14.2688 -25.4162 6.7132
H 14.5632 -24.1266 5.5927
H 16.3328 -25.1662 7.6549
H 16.2029 -23.1226 8.7282
H 14.5875 -23.8450 8.5531
H 15.6298 -21.8430 6.5144
H 15.0029 -21.2974 8.0324
H 13.4424 -20.3603 6.2175
H 12.6721 -20.7655 7.7614
H 11.9301 -21.3714 6.2699
C 10.8826 -15.8292 10.3929
O 9.5813 -15.6813 10.8693
C 9.6059 -15.3578 12.2390
C 8.2275 -14.9920 12.7695
N 7.1236 -15.6748 12.1197
C 7.0908 -17.0934 12.4088
C 5.9778 -17.7795 11.6394
O 6.3105 -17.9296 10.2760
C 6.7465 -19.2256 9.9922
H 11.4220 -14.8730 10.3418
H 10.8447 -16.2213 9.3740
H 11.4576 -16.5466 10.9940
H 10.2456 -14.4699 12.3811
H 10.0854 -16.1394 12.8461
H 8.0710 -13.9160 12.6870
H 8.2443 -15.2003 13.8567
H 6.2707 -15.2627 12.4851
H 7.0891 -17.3475 13.4893
H 8.0554 -17.5239 12.1041
H 5.0803 -17.1504 11.7151
H 5.6706 -18.7268 12.0986
H 7.6334 -19.4792 10.5900
H 7.0511 -19.2713 8.9455
H 5.9571 -19.9787 10.1252
C 7.0145 -11.2792 8.2826
O 6.4713 -12.4530 7.8212
C 5.2588 -12.2729 7.1355
C 4.7893 -13.5128 6.4162
N 4.4927 -14.5894 7.3834
C 3.9635 -15.7740 6.7072
C 3.9947 -16.9887 7.6397
O 5.2686 -17.5875 7.6437
C 5.4358 -18.4972 6.5952
H 7.6580 -11.4842 9.1414
H 6.3177 -10.5016 8.6270
H 7.6811 -10.7558 7.5770
H 5.3495 -11.4369 6.4274
H 4.4778 -12.0227 7.8712
H 5.5304 -13.9213 5.7281
H 3.8723 -13.2236 5.8783
H 3.6929 -14.2505 7.9161
H 4.5645 -16.0326 5.8319
H 2.9342 -15.6279 6.3370
H 3.2336 -17.7219 7.3339
H 3.7631 -16.6497 8.6500
H 4.6934 -19.3034 6.7087
H 6.3908 -19.0071 6.7340
H 5.4205 -18.0250 5.6037
C 13.6443 -12.2380 0.1116
O 12.6612 -12.6457 1.0482
C 11.9928 -13.7993 0.6399
C 10.9981 -14.1858 1.7107
N 9.7758 -13.3986 1.6232
C 8.6469 -14.0532 2.2381
C 7.3893 -13.2408 2.1880
O 7.6371 -11.9802 2.7530
C 6.4760 -11.2051 2.9315
H 14.3064 -13.0756 -0.1388
H 14.2318 -11.4563 0.5850
H 13.1739 -11.8655 -0.8034
H 12.6821 -14.6339 0.4082
H 11.4856 -13.6388 -0.3269
H 11.5304 -13.9981 2.6583
H 10.7539 -15.2464 1.6321
H 9.8905 -12.4638 1.9927
H 8.8689 -14.3503 3.2874
H 8.4583 -15.0100 1.7306
H 6.5691 -13.7684 2.7009
H 7.0521 -13.1486 1.1415
H 6.1996 -10.6509 2.0295
H 6.6765 -10.4662 3.7117
H 5.6333 -11.8022 3.2988